The following is a DFT calculation (ωB97M-V/def2-TZVPD) of a 7-piece molecular cluster, C19H52O7 overall at a distorted geometry.

```
78
Properties=species:S:1:pos:R:3:forces:R:3:lowdin_charge:R:1
O -4.8648 0.0636 2.2906 -0.339 0.473 -0.440 -0.100
O 6.0912 1.3033 2.8474 -0.083 -0.379 -0.176 -0.055
O 0.9052 -2.8792 2.1605 0.131 -0.120 0.093 -0.067
O -0.2456 1.3054 -4.9441 -0.896 0.718 -0.662 -0.058
O 0.3027 0.2144 1.8876 -0.053 0.473 0.189 -0.079
O 4.4629 -1.2502 -4.9550 0.330 -0.062 0.121 -0.051
O -6.2497 2.3756 -2.7865 0.539 0.176 -0.152 -0.091
C -4.4361 2.4599 2.4560 0.166 -0.769 -0.658 -0.072
C 4.4251 0.2102 1.5045 -0.300 -0.241 -1.029 -0.069
C 3.6063 -1.4368 -3.8304 -0.970 -0.870 -0.650 -0.497
C 3.9067 0.9514 3.8175 -0.346 -0.178 -0.404 -0.057
C -1.6037 0.3329 -3.3264 -1.025 -0.985 -0.808 -0.062
C -4.2315 2.3897 -1.4676 0.103 -0.089 0.384 -0.084
C 2.1578 -1.1927 -4.2494 0.159 1.199 -0.421 -0.057
C 4.0123 -0.6159 -2.6353 0.478 0.415 0.598 -0.053
C 1.7917 -3.6795 4.2957 -0.586 0.084 -0.070 -0.050
C 0.2237 -5.0724 2.8580 -0.206 0.200 0.296 -0.058
C -0.6980 2.6537 -3.0067 0.040 0.325 -0.130 -0.059
C -4.6750 1.1554 3.2098 0.281 -0.684 0.007 -0.300
C -1.2836 1.6530 -4.0130 1.099 -0.405 1.911 -0.461
C -5.6276 1.8610 -1.5868 -1.437 -0.524 -0.724 -0.301
C 4.9948 0.3756 2.8964 -0.498 0.497 0.443 -0.471
C 0.6569 -0.0007 -0.4776 -0.581 0.774 -0.885 -0.052
C -1.6820 0.0339 0.5449 -0.183 0.643 -0.103 -0.041
C -0.2498 0.5887 0.6141 -0.135 -2.107 0.536 -0.434
C 0.6147 -3.6802 3.3128 0.267 0.117 0.602 -0.492
H 2.6149 -4.2602 3.8763 0.205 0.204 0.028 0.081
H 3.6592 -2.5127 -3.6263 0.384 0.139 0.252 0.135
H -2.0866 -0.2897 -4.0919 -0.188 0.059 0.130 0.087
H 1.7985 -1.7918 -5.0854 0.231 -0.565 0.292 0.081
H 4.9302 -0.5410 0.8917 0.332 0.108 0.166 0.072
H -5.3598 -0.6433 2.7083 -0.003 0.017 0.168 0.074
H 4.2640 1.3868 4.7531 0.272 -0.121 -0.035 0.075
H -4.8592 2.4139 1.4491 -0.318 -0.196 0.173 0.051
H 1.5156 -4.1356 5.2480 -0.103 -0.156 -0.091 0.079
H -5.6611 0.7729 -1.7166 0.390 0.014 0.298 0.113
H 3.2558 -0.5270 -1.8543 -0.247 -0.251 -0.208 0.056
H -2.1626 0.1353 1.5189 0.062 -0.021 0.036 0.066
H 5.3494 -0.5975 3.2517 0.081 0.114 0.181 0.129
H 3.3824 1.7262 3.2521 0.036 0.121 0.149 0.086
H -0.7490 -4.9609 2.3787 0.278 -0.420 -0.568 0.082
H -3.6201 1.9811 -2.2715 -0.078 0.369 -0.125 0.047
H -3.7677 2.0581 -0.5369 -0.116 -0.011 0.040 0.046
H 2.0711 -2.6521 4.5274 0.291 -0.038 -0.201 0.072
H 5.9978 1.8718 3.6137 0.170 0.077 0.063 0.068
H -1.2561 2.7132 -2.0698 -0.016 -0.274 0.001 0.064
H -3.7847 0.8484 3.7688 -0.067 0.567 0.360 0.104
H -0.1887 2.0229 -5.5898 0.145 -0.188 0.061 0.095
H 4.2427 0.4177 -2.9170 -0.038 -0.045 -0.172 0.087
H 0.0983 -5.8101 3.6517 0.079 0.245 0.267 0.080
H 4.8995 -1.0110 -2.1366 0.097 -0.036 -0.204 0.079
H 0.5166 0.6411 -1.3548 0.658 0.023 0.001 0.051
H -5.5099 1.2467 3.9077 -0.099 -0.070 -0.103 0.105
H 4.4625 1.1505 0.9496 0.141 0.078 0.180 0.089
H 3.3730 -0.0906 1.4739 0.018 -0.009 0.509 0.059
H -2.2164 2.0641 -4.4060 0.199 -0.122 -0.689 0.135
H 0.3300 2.3414 -2.8218 -0.029 0.059 0.242 0.073
H 4.7088 -0.3218 -5.0260 -0.129 0.002 0.078 0.083
H -2.3063 0.6101 -0.1426 0.127 -0.171 -0.148 0.044
H 0.1714 -0.7361 2.0004 0.178 -0.066 -0.086 0.052
H 3.1443 0.2119 4.0729 0.121 -0.088 -0.059 0.073
H 1.4842 -1.2461 -3.3936 -0.093 -0.060 -0.113 0.060
H -1.7215 -1.0143 0.2477 0.144 -0.021 0.014 0.086
H -7.1345 2.6935 -2.6127 -0.087 -0.019 0.212 0.069
H 0.3995 -0.9846 -0.8816 -0.384 -0.155 0.642 0.078
H 1.6891 -0.0660 -0.1459 0.084 0.431 -0.059 0.052
H -2.3063 0.3992 -2.4947 0.128 0.226 -0.037 0.054
H 1.6584 -3.2978 1.7239 -0.063 0.212 -0.111 0.092
H -0.7812 -0.3120 -3.0244 0.517 0.654 0.129 0.058
H -4.2393 3.4794 -1.4645 0.126 -0.006 -0.198 0.090
H 2.1098 -0.1861 -4.6873 -0.192 0.130 0.459 0.075
H -0.6698 3.6849 -3.3728 0.043 -0.123 -0.275 0.076
H -4.8902 3.3167 2.9428 0.370 0.128 0.224 0.072
H -0.2393 -3.1722 3.7636 -0.005 -0.064 0.110 0.137
H -6.3021 2.0721 -0.7516 0.444 0.206 0.253 0.108
H 1.0356 -5.4393 2.2256 -0.368 -0.143 -0.367 0.084
H -3.3655 2.5436 2.2686 0.011 0.550 0.274 0.070
H -0.2893 1.6761 0.5933 0.309 0.025 -0.010 0.134
```
Positions in Å, forces in eV/Å.

Results
**ΔE to the lowest compared entry with this formula, charge and spin**: 194.0 kJ/mol
**Gap between HOMO and LUMO**: 0.3792 hartree
**Max |F|**: 2.24 eV Å⁻¹
**SMILES**: CC(C)O.CC(C)O.CC(C)O.CC(C)O.CC(C)O.CCO.CCO
**E_HOMO**: -9.75 eV